Computed, not measured: C28H35B2FeN5O16 as an isolated structure in a non-equilibrium geometry, with ωB97M-V/def2-TZVPD.

Output
* HOMO (alpha / beta): -0.4203 / -0.4203 Ha
* ΔE to the lowest compared entry with this formula, charge and spin: 40.21 kJ/mol
* expectation value of S²: 8.755
* electronic energy: -105558.158 eV
* total charge: +1
* 2S+1: 6
* LUMO energy (alpha / beta): -2.82 / -6.66 eV

XYZ file:
```
87
C28H35B2FeN5O16, DFT ωB97M-V/def2-TZVPD
Fe -11.0275 -13.3073 -5.6270
O -9.2523 -17.3814 -6.3752
C -8.3981 -16.6441 -6.7560
O -7.2270 -16.9311 -7.2658
B -6.4227 -15.7045 -7.4238
O -7.3494 -14.5937 -6.9442
C -8.4634 -15.1124 -6.6076
O -9.4158 -14.5173 -6.1243
O -6.0332 -15.4640 -8.8070
C -4.7043 -15.3510 -8.9011
O -4.0794 -15.2038 -9.8928
C -4.1420 -15.4749 -7.4631
O -5.1967 -15.7118 -6.6627
O -3.0210 -15.3803 -7.1163
O -19.5900 -14.2844 -7.2859
C -18.5288 -13.7967 -7.4497
O -17.5660 -13.6315 -6.5297
B -16.4418 -12.9437 -7.1069
O -16.7532 -12.7283 -8.5154
C -17.9788 -13.2193 -8.7756
O -18.5126 -13.2340 -9.8322
O -16.1386 -11.6402 -6.4417
C -14.8722 -11.5713 -6.1517
O -14.2523 -10.6336 -5.7363
C -14.2632 -12.9655 -6.4380
O -15.1626 -13.7251 -6.9361
O -13.0787 -13.2255 -6.3275
C -12.9115 -15.8458 -1.3007
C -13.6246 -14.5298 -1.0275
C -12.7473 -13.3064 -1.3110
C -12.3336 -13.2028 -2.7049
N -12.0649 -13.1266 -3.8068
H -11.9679 -15.8881 -0.7452
H -12.6113 -15.9380 -2.3481
H -13.5235 -16.6923 -1.0047
H -13.9481 -14.4522 0.0075
H -14.4997 -14.4791 -1.6789
H -11.8248 -13.3240 -0.7239
H -13.2877 -12.3768 -1.1108
C -8.5397 -9.0318 -2.9035
C -7.4111 -9.6469 -3.7188
C -7.3086 -11.1673 -3.6406
C -8.4623 -11.9070 -4.1070
N -9.3481 -12.5068 -4.5093
H -8.4207 -9.1896 -1.8305
H -9.4916 -9.4836 -3.2075
H -8.6381 -7.9585 -3.0546
H -6.4459 -9.2274 -3.4329
H -7.5294 -9.3479 -4.7645
H -6.9626 -11.5518 -2.6783
H -6.4851 -11.4639 -4.3066
C -8.2904 -12.8441 -11.9029
C -8.7373 -12.8591 -10.4462
C -10.2412 -13.0055 -10.2771
C -10.6244 -13.0891 -8.8680
N -10.9428 -13.1313 -7.7647
H -8.5520 -13.7887 -12.3811
H -7.2095 -12.7242 -11.9326
H -8.7409 -12.0470 -12.4976
H -8.3781 -11.9861 -9.8941
H -8.2096 -13.6932 -9.9907
H -10.6455 -13.9343 -10.6951
H -10.7887 -12.1758 -10.7281
C -12.7167 -7.9615 -4.7572
C -11.6899 -7.7075 -5.8595
C -11.6109 -8.8384 -6.8838
C -11.4208 -10.1606 -6.2943
N -11.2972 -11.1974 -5.8454
H -13.7175 -8.1333 -5.1480
H -12.7101 -7.1086 -4.0800
H -12.4703 -8.8469 -4.1647
H -10.7054 -7.5533 -5.4116
H -11.9456 -6.7837 -6.3764
H -10.8033 -8.7217 -7.6123
H -12.5442 -8.9520 -7.4500
C -11.6813 -18.6032 -3.7727
C -12.8824 -18.5424 -4.6868
C -12.6488 -17.7752 -5.9832
C -12.1426 -16.4278 -5.7546
N -11.7479 -15.3760 -5.5734
H -11.9733 -18.9134 -2.7694
H -11.1359 -17.6608 -3.6280
H -10.8796 -19.2623 -4.1179
H -13.7049 -18.0697 -4.1413
H -13.2400 -19.5405 -4.9322
H -13.5223 -17.6706 -6.6274
H -11.8408 -18.2705 -6.5367
```

***

Computed, not measured: C28H35BeF3N4O3P2S as an isolated structure in a non-equilibrium geometry, with ωB97M-V/def2-TZVPD.

Output
* HOMO (alpha / beta): -0.2763 / -0.2755 Ha
* ΔE to the lowest compared entry with this formula, charge and spin: 17.70 kJ/mol
* electronic energy: -79668.542 eV
* LUMO energy (alpha / beta): -0.17 / -0.17 eV

XYZ file:
```
77
C28H35BeF3N4O3P2S, DFT ωB97M-V/def2-TZVPD
Be 0.7392 -2.6899 3.7432
C -1.5333 3.0912 4.3521
C -2.2308 2.3458 3.4751
C -1.8532 2.0006 2.0411
C -0.6174 1.0599 1.8105
C 0.6390 1.7896 1.4178
C 1.1102 2.6467 2.3445
C 0.4255 3.9069 2.7857
C -0.3068 3.9294 4.1805
C 2.0715 -3.4039 4.4122
H -1.9466 3.1807 5.3547
H -3.1478 1.8114 3.7915
H -1.6781 2.9333 1.4722
H -2.7084 1.4074 1.6428
H -0.3389 0.6100 2.7739
H -0.8626 0.2538 1.1160
H 1.1056 1.5842 0.4277
H 1.8754 2.2628 3.0344
H -0.2102 4.3277 1.9873
H 1.2723 4.5934 2.9332
H 0.4588 3.6718 4.9351
H -0.5836 4.9931 4.3710
H 2.1030 -3.2866 5.5071
H 3.0151 -3.0120 4.0320
H 2.0066 -4.4830 4.2234
P 1.6672 -1.1217 -1.6165
P -1.9987 -0.7057 -1.6946
N 2.9616 0.0305 -1.9475
N 2.4919 -2.4354 -2.6454
N -2.0620 1.0804 -2.1683
N -3.5624 -1.1626 -2.4178
C 0.5716 -0.5243 -2.9794
C -0.8410 -1.1466 -3.0701
C 3.9582 0.3533 -1.0151
C 4.9605 1.0592 -1.6661
C 4.5948 1.1672 -3.0422
C 3.3597 0.5547 -3.1858
C 2.4635 -3.7839 -2.2889
C 2.8302 -4.5593 -3.3856
C 3.1564 -3.6582 -4.4459
C 2.9363 -2.3725 -3.9703
C -1.5142 1.9524 -1.2206
C -1.4350 3.2401 -1.7391
C -1.9109 3.1702 -3.0878
C -2.2575 1.8326 -3.3298
C -4.3510 -0.6339 -3.4518
C -5.4127 -1.4981 -3.7070
C -5.2895 -2.5982 -2.7954
C -4.1596 -2.3778 -2.0209
H 1.0615 -0.7320 -3.9373
H 0.4973 0.5644 -2.9122
H -1.3169 -0.8534 -4.0213
H -0.7665 -2.2442 -3.0778
H 3.8377 0.0464 0.0174
H 5.8545 1.4544 -1.2032
H 5.1738 1.6148 -3.8433
H 2.7406 0.4625 -4.0727
H 2.2121 -4.0613 -1.2748
H 2.8349 -5.6412 -3.4285
H 3.5012 -3.9145 -5.4451
H 3.0932 -1.4339 -4.4827
H -1.2274 1.5729 -0.2609
H -1.0596 4.1005 -1.1892
H -1.9818 3.9874 -3.7902
H -2.6760 1.4181 -4.2300
H -4.1362 0.3138 -3.9078
H -6.1848 -1.3636 -4.4490
H -5.9536 -3.4446 -2.7251
H -3.7230 -2.9521 -1.2181
F -0.2609 0.2010 6.7347
C 0.1683 -1.0148 6.3413
F 1.5177 -0.9571 6.1519
F -0.1167 -1.9568 7.2866
S -0.7464 -1.4918 4.7486
O -2.0328 -0.9058 4.5551
O 0.3475 -1.1549 3.7133
O -0.6200 -3.0006 4.6475
```

***

> Which of these has the lowest electronic energy?

C28H35B2FeN5O16